# 1
{"formula": "C35H30FN7O14SSr", "method": "wB97M-V/def2-TZVPD", "species": ["Sr", "O", "C", "O", "C", "C", "C", "N", "C", "C", "C", "O", "O", "H", "H", "H", "F", "C", "C", "C", "C", "O", "C", "C", "N", "C", "C", "C", "C", "C", "C", "N", "C", "C", "N", "C", "C", "C", "O", "O", "H", "H", "H", "H", "H", "H", "H", "H", "H", "H", "H", "H", "H", "H", "H", "H", "H", "H", "O", "C", "O", "C", "C", "N", "N", "C", "C", "O", "O", "H", "H", "H", "N", "C", "C", "C", "C", "C", "C", "S", "O", "O", "O", "H", "H", "H", "H", "H", "H"], "coordinates": [[-0.793006, 0.689691, 0.467503], [2.170824, -2.233937, 6.498261], [1.877411, -0.994158, 6.371611], [1.760978, -0.174230, 7.275443], [1.697123, -0.515351, 4.929561], [2.107344, -1.304731, 3.858157], [1.803894, -0.906317, 2.572185], [1.125239, 0.211153, 2.298264], [0.800077, 1.016719, 3.313978], [1.058278, 0.681824, 4.641696], [-0.046586, 2.268458, 2.976953], [-0.696524, 2.746701, 3.905450], [-0.028314, 2.634094, 1.758223], [2.657005, -2.221877, 4.027111], [2.085299, -1.520359, 1.725520], [0.719132, 1.332356, 5.433890], [-2.724450, -3.171928, 5.820339], [-2.681144, -3.604291, 4.536605], [-2.818419, -2.698882, 3.530636], [-2.845038, -3.133478, 2.199557], [-2.276523, -2.278971, 1.152866], [-1.526541, -1.364096, 1.521248], [-2.532921, -2.701023, -0.200148], [-2.971684, -3.973448, -0.372934], [-3.098663, -4.901696, 0.618326], [-3.284570, -6.294608, 0.304901], [-2.110806, -7.232511, 0.407390], [-2.665232, -6.863214, -0.934444], [-2.958085, -4.499326, 1.939140], [-2.697201, -5.402800, 2.983226], [-2.357236, -4.949695, 4.248513], [-1.502451, -5.773812, 5.024904], [-0.224979, -5.986836, 4.297621], [0.622642, -4.725335, 4.276968], [1.004051, -4.391906, 5.678358], [-0.185848, -4.243650, 6.553889], [-1.178425, -5.397980, 6.402083], [-2.086202, -1.955784, -1.467779], [-2.572766, -2.324682, -2.532627], [-1.173415, -1.095628, -1.272902], [-2.798402, -1.639163, 3.752063], [-3.143751, -4.319805, -1.382047], [-4.255060, -6.680997, 0.594711], [-2.288032, -8.225262, 0.797689], [-1.155151, -6.795998, 0.668355], [-3.245562, -7.593584, -1.479737], [-2.064785, -6.209135, -1.549616], [-2.549916, -6.449817, 2.764278], [-0.416861, -6.302768, 3.277992], [0.317597, -6.802506, 4.783751], [0.062181, -3.874654, 3.881876], [1.529228, -4.867519, 3.687534], [1.557123, -3.452532, 5.797969], [1.618919, -5.127417, 6.023453], [-0.623764, -3.287602, 6.285401], [0.164697, -4.158910, 7.580773], [-2.084330, -5.146149, 6.947761], [-0.757068, -6.293616, 6.869356], [-4.820094, 3.982353, -3.257489], [-3.607773, 4.345982, -3.594570], [-3.382017, 5.189161, -4.442008], [-2.476051, 3.675575, -2.892508], [-1.161831, 3.961572, -3.179185], [-0.412238, 3.183216, -2.383958], [-1.151336, 2.402854, -1.586892], [-2.411979, 2.686807, -1.874625], [-3.517401, 1.990580, -1.100934], [-4.690293, 2.254121, -1.456156], [-3.165692, 1.235129, -0.176413], [-4.800068, 3.252340, -2.515710], [-0.744371, 4.657007, -3.886188], [0.588595, 3.152644, -2.306910], [1.662031, -1.025144, -1.468226], [2.086432, -2.211609, -0.826192], [1.166799, -3.021236, -0.152703], [1.584327, -4.164427, 0.506131], [2.921294, -4.541767, 0.514470], [3.839235, -3.736194, -0.141670], [3.428750, -2.583078, -0.801136], [3.428194, -6.074597, 1.289880], [4.875613, -5.993698, 1.385563], [2.930439, -7.120096, 0.407684], [2.753269, -6.075292, 2.596400], [2.220691, -0.826839, -2.285960], [0.675293, -1.086079, -1.724094], [0.124473, -2.734732, -0.150810], [0.856560, -4.786781, 1.017347], [4.882838, -4.021656, -0.125373], [4.162780, -1.960141, -1.301970]], "forces_ev_per_angstrom": [[0.06, 0.13, -0.56], [-0.30, -0.52, -0.08], [0.32, 0.17, -0.12], [-0.08, -0.03, 0.04], [-0.15, -0.04, -0.06], [0.05, -0.02, 0.07], [-0.04, -0.02, -0.06], [0.22, 0.12, 0.01], [-0.38, -0.10, 0.12], [0.06, -0.06, -0.03], [0.07, 0.01, 0.12], [0.11, 0.13, 0.02], [-0.07, -0.20, 0.09], [-0.03, 0.00, -0.01], [0.00, -0.01, 0.00], [-0.01, 0.01, -0.01], [0.02, 0.03, -0.01], [-0.03, -0.01, -0.04], [-0.02, -0.03, -0.02], [0.38, -0.11, 0.01], [0.00, -0.01, 0.02], [-0.51, 0.24, 0.09], [0.05, 0.01, 0.06], [0.07, -0.06, -0.02], [-0.06, 0.00, -0.01], [0.06, -0.03, -0.01], [0.00, 0.03, -0.01], [-0.03, 0.00, 0.00], [0.05, 0.05, 0.00], [0.01, 0.00, 0.00], [0.05, 0.03, -0.01], [-0.06, 0.00, 0.01], [-0.01, 0.01, -0.07], [0.11, 0.05, 0.07], [0.08, 0.04, 0.01], [0.03, 0.03, -0.04], [-0.05, 0.00, 0.05], [0.07, -0.10, 0.12], [-0.03, 0.01, -0.02], [-0.16, 0.19, -0.09], [0.00, 0.00, 0.01], [0.00, 0.00, 0.00], [0.01, 0.00, 0.02], [0.01, 0.00, 0.00], [0.01, -0.02, 0.00], [0.00, 0.00, 0.00], [0.02, -0.01, 0.00], [0.01, 0.01, -0.01], [0.03, -0.04, 0.00], [0.01, 0.01, 0.02], [0.02, 0.00, 0.00], [0.00, -0.10, -0.03], [0.14, 0.27, 0.13], [0.02, 0.01, 0.01], [-0.02, 0.01, 0.02], [0.00, 0.00, 0.03], [-0.02, -0.03, 0.00], [0.01, 0.00, 0.00], [0.00, 0.00, -0.01], [-0.01, 0.00, 0.00], [0.00, 0.00, 0.00], [0.00, -0.01, -0.01], [0.00, -0.01, 0.00], [-0.01, -0.01, -0.01], [0.02, 0.07, 0.03], [0.00, -0.01, 0.00], [-0.01, 0.01, 0.01], [-0.01, 0.00, 0.00], [0.08, 0.01, 0.03], [0.00, 0.00, 0.01], [0.00, 0.00, 0.00], [0.00, 0.00, -0.01], [-0.10, -0.32, 0.06], [0.03, 0.02, -0.02], [-0.03, -0.01, -0.02], [-0.02, -0.03, -0.02], [0.02, 0.03, 0.00], [0.00, 0.02, 0.02], [0.02, -0.01, 0.00], [-0.01, 0.00, 0.03], [-0.01, -0.01, -0.01], [-0.03, -0.01, 0.00], [-0.10, 0.05, 0.05], [0.05, 0.08, 0.05], [0.00, 0.06, -0.01], [0.01, 0.01, 0.00], [0.00, 0.00, 0.01], [0.00, -0.01, 0.01], [0.00, 0.01, 0.00]], "lowdin_charge": [1.59, -0.09, -0.62, 0.02, -0.11, -0.01, -0.11, 0.03, -0.19, 0.06, -0.68, 0.01, -0.21, 0.11, 0.09, 0.12, 0.05, -0.20, 0.08, -0.06, -0.30, -0.11, -0.02, 0.04, 0.01, -0.26, -0.09, -0.09, -0.12, 0.05, -0.16, -0.07, -0.12, -0.10, 0.04, -0.11, -0.15, -0.63, 0.02, -0.19, 0.15, 0.14, 0.15, 0.10, 0.11, 0.10, 0.11, 0.11, 0.11, 0.13, 0.14, 0.09, 0.10, 0.18, 0.12, 0.14, 0.12, 0.12, 0.10, -0.53, 0.05, -0.05, -0.02, 0.01, 0.03, -0.12, -0.57, 0.02, -0.10, 0.05, 0.13, 0.16, 0.09, -0.32, -0.03, -0.06, -0.28, -0.06, -0.04, 0.41, -0.37, -0.37, -0.40, 0.08, 0.04, 0.09, 0.10, 0.10, 0.10], "multiplicity": 1, "homo_energy_ev": -3.962, "relative_energy_ev": 1.030, "homo_lumo_gap_ev": 7.286, "charge": -2, "lumo_ev": 3.3}

# 2
{"formula": "C4H5N3O", "method": "wB97M-V/def2-TZVPD", "species": ["C", "C", "C", "C", "H", "H", "H", "H", "H", "N", "N", "N", "O"], "coordinates": [[-1.086446, -0.392514, 2.247690], [-1.519900, 0.508135, 1.338927], [-0.103490, 0.143548, -0.616217], [1.554326, -0.691537, -1.469096], [-0.444775, -1.090185, 1.706810], [-1.421738, -0.431656, 3.417383], [-2.136897, 1.357774, 1.989066], [2.071007, -1.814140, -1.932085], [2.175038, 1.353660, -2.603597], [0.661575, -1.127912, -0.550253], [1.278021, 0.443305, -2.087341], [0.220185, 1.062830, -1.468567], [-1.246906, 0.678691, 0.027282]], "forces_ev_per_angstrom": [[-0.41, 0.00, -0.29], [-1.46, 1.74, 5.20], [-1.89, 0.06, 1.78], [0.98, -7.49, -0.75], [0.16, -0.79, 1.26], [1.05, 0.18, -3.51], [1.14, -1.57, -3.08], [-0.53, 4.36, 1.07], [-3.68, -4.23, 2.04], [-1.29, 5.71, -1.30], [3.78, 4.87, -2.58], [1.82, -1.27, -0.41], [0.33, -1.58, 0.57]], "lowdin_charge": [-0.03, -0.28, -0.35, -0.30, 0.02, 0.12, 0.16, 0.20, 0.33, 0.13, -0.07, 0.09, -0.03], "multiplicity": 1, "homo_energy_ev": -8.940, "relative_energy_ev": 7.021, "homo_lumo_gap_ev": 8.594, "lumo_ev": -0.3}